No. 1
84
Properties=species:S:1:pos:R:3 method="wB97M-V/def2-TZVPD" orbital_gap_ev=6.22 lumo_energy_ev=2.037 total_charge=-1 multiplicity=1 relative_energy_ev=0.000 total_energy_ha=-3529.27296 e_homo_ev=-4.18
Cd 1.7816 0.2056 1.3902
C -0.4131 -0.7807 -2.1277
N -1.5870 -0.1389 -1.5722
C -1.4680 1.0256 -0.7362
P -0.8648 0.6853 1.0005
C -1.4065 2.1942 1.8709
C -0.5400 2.7271 2.8204
C -0.8710 3.8773 3.5228
C -2.0732 4.5173 3.2720
C -2.9442 4.0049 2.3191
C -2.6127 2.8548 1.6248
C -1.9151 -0.6673 1.5967
C -3.2616 -0.5119 1.9241
C -4.0015 -1.5929 2.3651
C -3.4015 -2.8413 2.4823
C -2.0641 -3.0013 2.1653
C -1.3131 -1.9161 1.7290
C -2.8286 -0.7045 -1.8526
C -2.9245 -1.8117 -2.7125
C -4.1508 -2.3816 -3.0118
C -5.3268 -1.8855 -2.4777
C -5.2446 -0.7984 -1.6226
C -4.0297 -0.2173 -1.3093
P 1.2036 -0.0116 -1.6758
C 2.3244 -1.1909 -2.5031
C 2.1703 -2.5667 -2.3420
C 3.1018 -3.4466 -2.8706
C 4.2097 -2.9649 -3.5496
C 4.3806 -1.5966 -3.7001
C 3.4441 -0.7163 -3.1838
C 1.2955 1.4154 -2.8278
C 1.6680 2.6447 -2.2961
C 1.7694 3.7716 -3.1033
C 1.4935 3.6755 -4.4567
C 1.1218 2.4521 -5.0029
C 1.0278 1.3333 -4.1945
H -0.4736 -0.8160 -3.2226
H -0.3541 -1.8167 -1.7756
H -2.4333 1.5192 -0.6768
H -0.7891 1.7611 -1.1815
H 0.3993 2.2293 3.0373
H -0.1844 4.2587 4.2661
H -2.3342 5.4154 3.8163
H -3.8835 4.5035 2.1175
H -3.3058 2.4811 0.8824
H -3.7357 0.4573 1.8511
H -5.0465 -1.4653 2.6157
H -3.9803 -3.6874 2.8296
H -1.5849 -3.9665 2.2578
H -0.2667 -2.0596 1.4814
H -2.0390 -2.2439 -3.1481
H -4.1735 -3.2358 -3.6768
H -6.2805 -2.3378 -2.7123
H -6.1422 -0.3926 -1.1711
H -4.0341 0.6070 -0.6151
H 1.3640 -2.9677 -1.7431
H 2.9800 -4.5081 -2.7009
H 4.9531 -3.6510 -3.9322
H 5.2574 -1.2084 -4.2010
H 3.6100 0.3489 -3.2830
H 1.8938 2.7192 -1.2371
H 2.0678 4.7180 -2.6720
H 1.5738 4.5492 -5.0903
H 0.9117 2.3726 -6.0617
H 0.7593 0.3798 -4.6333
O 5.6363 -4.5026 0.3622
C 4.8426 -3.5918 0.3363
C 3.3320 -3.6992 0.4468
O 2.6784 -4.7300 0.4120
C 2.8428 -2.3296 0.5272
C 3.8978 -1.4066 0.3919
O 3.7441 -0.1316 0.3962
C 5.1672 -2.1125 0.1766
O 6.2510 -1.6474 -0.1180
O 1.6063 -1.9711 0.6213
Te 2.0694 -0.6328 3.9869
C 1.5622 0.9769 5.2401
C 0.3204 1.3977 5.6326
C 0.3545 2.4791 6.5535
C 1.6263 2.8658 6.8555
S 2.7712 1.9128 6.0168
H -0.5891 0.9295 5.2833
H -0.5266 2.9396 6.9761
H 1.9347 3.6489 7.5275



No. 2
42
Properties=species:S:1:pos:R:3 method="wB97M-V/def2-TZVPD" orbital_gap_ev="8.49 / 8.60" lumo_energy_ev="-0.263 / -0.168" multiplicity=5 relative_energy_ev=0.409 total_energy_ha=-2000.31210 s_squared=6.0049 e_homo_ev="-8.76 / -8.77"
C 0.4286 -2.3025 3.4572
C -0.8559 -2.5089 2.8671
C -0.7528 -2.2268 1.4538
H -1.7038 -2.9443 3.3860
C 0.6177 -1.9001 1.1760
C 1.3530 -2.0249 2.3909
H 2.4365 -2.0233 2.4868
H 0.6756 -2.4737 4.5008
H -1.5193 -2.3738 0.6920
H 1.0430 -1.6491 0.1994
C -0.8925 2.3697 2.0643
C -0.4540 2.3925 3.4353
C 0.9473 2.0930 3.4514
H -1.0657 2.6250 4.3092
C 1.3685 1.8771 2.1009
C 0.2199 1.9712 1.2434
H 0.2229 1.8760 0.1507
H -1.9035 2.6026 1.7358
H 1.5766 2.1332 4.3425
H 2.3994 1.8366 1.7500
Ho -0.3243 -0.0065 2.7709
O -0.0415 -0.2163 -1.5942
C -1.3237 -0.7227 -2.0114
C -0.0927 -0.9900 -2.8615
H -1.7109 -1.5515 -1.4126
H -2.0247 0.0067 -2.4301
H 0.3125 -2.0118 -2.7985
H 1.0094 -1.9243 -5.1916
C 0.6794 -0.8816 -5.2740
C 0.1250 -0.2538 -4.1229
C -0.2994 1.0910 -4.2406
H -0.7340 1.6028 -3.3755
C -0.1760 1.7659 -5.4588
H -0.5011 2.8038 -5.5152
C 0.3458 1.1351 -6.5940
H 0.4168 1.6731 -7.5426
C 0.7628 -0.2000 -6.4898
H 1.1544 -0.7099 -7.3705
O -0.4849 -1.0607 6.7347
N -0.4136 0.0195 6.1599
O -0.0013 1.0871 6.6006
O -0.8193 -0.0056 4.8240